{"formula": "C7H9N", "method": "ωB97M-V with the def2-TZVPD basis set", "e_homo_ev": -7.33, "e_tot_ev": -8885.382, "homo_lumo_gap_ev": 6.06, "e_above_lowest_kcal_mol": 225.4, "symbols": ["C", "C", "C", "N", "C", "C", "C", "C", "H", "H", "H", "H", "H", "H", "H", "H", "H"], "coordinates": [[-2.073705, -0.495899, 0.646760], [-1.404133, 0.140563, -0.552114], [-0.311660, -0.375303, -1.397212], [0.523337, -1.385873, -0.742703], [1.120283, -0.812198, 0.398708], [-0.564801, 1.062087, -0.928235], [2.019473, 0.426400, 0.133162], [1.060976, 0.406078, 1.259706], [-1.576493, -0.049227, 1.535547], [-3.111899, -0.164178, 0.664811], [-2.081067, -1.544588, 0.383118], [-0.527683, -0.545304, -2.478698], [1.609145, -1.621400, 0.908112], [-0.425234, 2.091006, -0.844269], [1.880689, 1.154382, -0.673466], [3.109142, 0.295321, 0.311404], [0.753635, 1.418126, 1.375364]], "forces_ev_per_angstrom": [[-0.8339, 1.7048, -1.5666], [0.3619, 0.2595, 1.4217], [-0.2925, -0.6857, -1.0443], [0.1930, 3.6544, 1.5335], [-0.5332, -2.9990, -2.5488], [-1.5468, -1.6281, -0.5450], [2.1687, 0.7930, 1.7054], [1.8432, 0.8439, -1.4136], [-0.2228, -1.1785, -0.4030], [-0.1641, -0.0785, 0.2273], [0.3131, -0.4151, 1.1077], [0.3186, -0.5198, 0.9951], [0.6893, -0.0535, 0.3722], [0.9277, 1.3335, 0.1788], [-0.1802, -0.0655, 0.3696], [-0.8801, -1.0956, -0.3580], [-2.1621, 0.1301, -0.0321]], "mulliken_charge": [-1.106, 0.493, -0.253, -0.602, 0.107, -0.770, -0.473, -0.570, 0.232, 0.405, 0.342, 0.395, 0.491, 0.509, 0.159, 0.272, 0.368]}

---

{"formula": "C35H48O2P4Pb", "method": "ωB97M-V with the def2-TZVPD basis set", "total_charge": 4, "e_homo_ev": [-17.61, -17.68], "e_tot_ev": -83527.795, "homo_lumo_gap_ev": [3.56, 4.16], "symbols": ["P", "C", "H", "H", "H", "C", "H", "H", "H", "C", "H", "H", "H", "P", "C", "H", "H", "H", "C", "H", "H", "H", "C", "H", "H", "H", "P", "C", "H", "H", "H", "C", "H", "H", "H", "C", "H", "H", "H", "Pb", "C", "O", "C", "O", "C", "C", "C", "C", "C", "C", "H", "H", "H", "H", "H", "H", "C", "C", "C", "C", "C", "C", "P", "C", "C", "C", "C", "C", "C", "C", "C", "C", "C", "C", "C", "H", "H", "H", "H", "H", "H", "H", "H", "H", "H", "H", "H", "H", "H", "H"], "coordinates": [[0.881590, -1.974362, -2.673807], [-0.443373, -1.607877, -3.877265], [-0.319443, -2.166592, -4.813353], [-0.462358, -0.527666, -4.087111], [-1.408670, -1.871365, -3.418530], [2.377149, -1.250003, -3.453989], [3.280650, -1.525116, -2.885991], [2.291702, -0.154749, -3.440907], [2.474660, -1.604047, -4.488118], [1.288222, -3.753702, -2.860242], [1.556468, -3.999944, -3.895115], [0.433078, -4.370815, -2.550948], [2.145152, -3.988210, -2.206551], [-0.364091, -2.929327, 2.769327], [-2.124972, -3.176271, 3.173535], [-2.219572, -3.789898, 4.078684], [-2.640698, -3.660144, 2.334726], [-2.586090, -2.193585, 3.344013], [0.268747, -4.641334, 2.659914], [1.366588, -4.638673, 2.713590], [-0.033376, -5.083534, 1.703399], [-0.143098, -5.236394, 3.482238], [0.323769, -2.505540, 4.407935], [0.041535, -3.285014, 5.125826], [-0.073801, -1.540181, 4.740530], [1.418758, -2.441673, 4.343458], [1.677064, 2.472725, 1.646370], [0.722003, 3.980325, 2.010090], [1.397918, 4.757723, 2.393153], [-0.039323, 3.735336, 2.766914], [0.185350, 4.339971, 1.118289], [2.821026, 2.262719, 3.060792], [3.173105, 3.248292, 3.390276], [3.679977, 1.625757, 2.787256], [2.298679, 1.775172, 3.894997], [2.907565, 2.926532, 0.367734], [3.493857, 3.798446, 0.688146], [2.394737, 3.164641, -0.574302], [3.591061, 2.077991, 0.183068], [2.606337, -1.390685, 0.784336], [-0.365909, -2.706724, -0.033007], [-1.466104, -2.785260, -0.372007], [0.189207, 0.451502, 2.455751], [-0.916466, 0.534572, 2.786512], [4.478523, -1.462779, 2.380179], [4.964593, -0.790144, 1.237130], [4.894506, -1.414814, -0.035572], [4.446252, -2.751734, -0.143681], [3.957870, -3.429709, 1.007203], [4.013694, -2.798747, 2.269442], [4.495163, -0.974572, 3.362705], [5.420419, 0.204187, 1.334493], [5.224281, -0.873022, -0.931004], [4.500683, -3.279893, -1.101537], [3.583108, -4.454599, 0.920428], [3.733910, -3.357500, 3.171868], [-5.308080, -1.299594, -0.807027], [-4.642692, -0.951278, -1.982960], [-3.444611, -0.235283, -1.935220], [-2.942841, 0.218926, -0.702495], [-3.587588, -0.194797, 0.482254], [-4.751652, -0.954817, 0.430374], [-1.453350, 1.303832, -0.535702], [-1.046135, 1.771690, -2.276871], [0.316391, 1.863826, -2.666156], [0.660655, 2.359402, -3.924403], [-0.332820, 2.707437, -4.846471], [-1.675627, 2.604927, -4.485182], [-2.027666, 2.154272, -3.209032], [-2.318127, 2.804595, 0.139195], [-2.272545, 3.991362, -0.610271], [-2.896927, 5.150767, -0.155493], [-3.615342, 5.141676, 1.039339], [-3.657918, 3.973045, 1.806841], [-3.008338, 2.819401, 1.374961], [-6.242538, -1.856771, -0.849124], [-5.042963, -1.246103, -2.955107], [-2.927009, -0.011466, -2.869999], [-3.179257, 0.082864, 1.456762], [-5.224073, -1.284762, 1.355313], [1.103522, 1.559025, -1.968260], [1.712586, 2.489679, -4.189012], [-0.058287, 3.062529, -5.840806], [-2.463058, 2.881360, -5.186219], [-3.086270, 2.111924, -2.945522], [-1.772287, 4.004693, -1.580215], [-2.810892, 6.064095, -0.748303], [-4.128333, 6.043804, 1.373646], [-4.199271, 3.965536, 2.751973], [-3.068271, 1.934517, 2.007922]], "forces_ev_per_angstrom": [[0.8503, 0.4046, 0.3304], [-0.2582, -0.0395, 0.0849], [-0.0169, 0.1322, 0.1739], [0.1041, -0.3057, 0.0426], [0.2543, -0.0391, -0.2284], [-0.1027, 0.1864, -0.2070], [-0.2166, -0.0334, -0.2119], [0.0736, -0.2647, -0.1565], [0.1960, 0.1852, 0.1758], [-0.2993, -0.0594, 0.0226], [-0.0753, -0.0004, 0.2032], [0.2882, 0.0568, -0.0990], [-0.2772, 0.0059, -0.2029], [0.6033, 0.0992, 0.7629], [-0.1462, 0.2211, -0.2595], [-0.0251, 0.1130, -0.2098], [0.0732, 0.0662, 0.2232], [0.0263, -0.2848, 0.0389], [-0.1448, 0.0080, -0.4347], [-0.2335, -0.0848, 0.0584], [0.0852, -0.0994, 0.2121], [0.1825, -0.0125, -0.1474], [-0.1575, 0.0720, 0.1475], [0.1744, 0.2556, 0.0599], [0.1288, -0.1887, 0.1023], [-0.1934, -0.0100, 0.1357], [1.8982, 2.2654, 0.3746], [-0.9645, -0.5036, -0.1119], [0.0342, -0.2706, -0.0873], [0.2312, 0.2148, -0.1096], [0.2393, -0.1531, 0.2031], [-0.5551, -0.9998, 0.3658], [-0.0555, -0.1306, -0.1813], [-0.3182, 0.3702, 0.0070], [0.1957, 0.2489, -0.0272], [-0.5064, -0.6877, -0.9515], [-0.2122, -0.1365, 0.1974], [0.2227, 0.0256, 0.1851], [-0.2226, 0.3932, 0.0824], [-6.0225, 1.3310, -1.1654], [-2.5325, -0.3900, -1.2566], [2.5861, 0.2177, 0.9320], [-3.9596, -0.2273, 1.2222], [3.7271, -0.0946, -1.0167], [1.1745, -0.3825, 0.6012], [0.9082, -0.0385, 0.0732], [1.4837, -0.1512, -0.1184], [0.6460, -0.4517, 0.0030], [0.9420, -0.6172, -0.0775], [0.6467, -0.2791, 0.5738], [0.1034, -0.2500, -0.3925], [-0.3333, -0.3656, -0.0860], [-0.0035, -0.2870, 0.3742], [-0.2256, 0.2798, 0.2464], [0.1725, 0.3115, 0.0316], [-0.0929, 0.3038, -0.3813], [-0.0475, -0.0830, -0.0095], [0.6216, 0.4479, -0.5084], [-0.4094, -0.7416, -0.6496], [1.1426, 0.0457, 0.4186], [-0.6712, -0.5864, 0.5484], [0.6259, 0.4747, 0.4982], [-2.6849, 0.4319, -1.7867], [0.9242, -0.0070, -0.0116], [-0.6377, 0.1558, 0.1970], [0.0151, -0.0675, 0.0184], [0.0661, -0.0330, 0.1846], [0.0328, -0.1891, 0.2608], [-0.0763, 0.0755, -0.0480], [0.2098, 0.4478, 0.6531], [0.3877, -0.0514, -0.1651], [-0.1250, 0.0322, 0.0241], [0.1979, 0.0003, -0.0964], [0.0495, -0.0811, -0.1353], [0.2541, -0.0209, -0.0443], [0.2199, 0.0638, -0.0037], [0.0650, 0.1127, 0.3348], [-0.1856, -0.1884, 0.4153], [-0.1611, -0.2342, -0.3945], [0.0379, 0.1789, -0.2514], [-0.2195, 0.0999, -0.1694], [-0.3304, -0.1408, 0.0289], [-0.0685, -0.0550, 0.3160], [0.2267, -0.0589, 0.1648], [0.3382, 0.1655, -0.0291], [-0.0580, 0.1460, 0.4258], [-0.1684, -0.3146, 0.1554], [0.1623, -0.2567, -0.0400], [0.0894, -0.0444, -0.2481], [0.0764, 0.3466, -0.1800]], "mulliken_charge": [0.724, -1.016, 0.563, 0.202, 0.220, -0.982, 0.228, 0.095, 0.455, -1.124, 0.440, 0.389, 0.168, 0.854, -1.291, 0.505, 0.392, 0.278, -1.199, 0.234, 0.360, 0.463, -1.234, 0.455, 0.348, 0.196, 0.855, -1.148, 0.534, 0.382, 0.327, -0.976, 0.476, 0.183, 0.401, -1.079, 0.498, 0.343, 0.228, 1.270, -0.411, -0.118, -0.121, -0.067, -0.700, -0.244, -0.754, -0.194, -0.683, -0.267, 0.619, 0.642, 0.609, 0.622, 0.612, 0.628, -0.647, -1.052, -0.672, 1.104, -0.441, -0.901, 1.079, 0.636, -0.740, -0.703, -0.790, -0.886, -0.427, 1.186, -0.429, -0.677, -0.666, -0.871, -0.434, 0.463, 0.497, 0.855, 0.100, 0.523, 0.726, 0.474, 0.444, 0.489, 0.604, 0.374, 0.467, 0.448, 0.472, 0.203]}